1.
Below is CH5O2V as an isolated structure at a distorted geometry, with properties calculated with the ωB97M-V functional and the def2-TZVPD basis.

Calculated values
**Lowest unoccupied orbital energy (spin up / spin down)**: -5.46 / -5.52 eV
**HOMO energy (spin up / spin down)**: -14.13 / -15.76 eV
**Charge**: +1
**DFT total energy**: -1135.2091 hartree
**Frontier orbital gap (spin up / spin down)**: 0.3188 / 0.3765 Eh
**Multiplicity**: 4

Last column: Löwdin spin population.
CARTESIAN COORDINATES (ANGSTROEM)
O -0.10 -0.01 0.18  0.01
H 1.17 0.67 -0.23  0.03
C -1.45 0.39 0.15  0.01
H -2.06 -0.29 -0.47  0.00
H -1.87 0.36 1.16  0.00
H -1.54 1.40 -0.28  0.00
V 0.73 -1.62 -0.02  2.89
O 2.12 -0.46 -0.45  0.04
H 2.99 -0.46 -0.03  0.01

---

2.
Below is a 2-piece molecular cluster, CH5O3PSi overall at a distorted geometry, with properties calculated with the ωB97M-V functional and the def2-TZVPD basis.

Calculated values
**Lowest unoccupied orbital energy**: 6.74 eV
**HOMO energy**: 1.71 eV
**Relative energy (zero: lowest compared OMol25 entry of this formula, charge and spin)**: 13.44 kcal per mole
**Charge**: -2
**DFT total energy**: -897.6686 hartree
**Frontier orbital gap**: 0.1847 Eh

Last column: Löwdin charge in e.
CARTESIAN COORDINATES (ANGSTROEM)
C -0.05 0.74 -0.48  -0.35
O 2.38 0.99 0.71  -0.40
O 0.81 -1.14 0.83  -0.41
O 2.42 -0.75 -1.01  -0.36
Si -0.65 -0.41 0.83  0.24
P 1.64 0.01 -0.09  0.11
H -0.48 0.69 -1.47  -0.01
H -0.01 1.76 -0.10  0.01
H -1.79 -1.02 0.27  -0.23
H -1.09 0.35 1.99  -0.08
H -3.20 -1.23 -1.48  -0.52

---

3.
Below is CH5OPS as an isolated structure at a distorted geometry, with properties calculated with the ωB97M-V functional and the def2-TZVPD basis.

Calculated values
**Lowest unoccupied orbital energy**: 0.43 eV
**HOMO energy**: -9.16 eV
**Relative energy (zero: lowest compared OMol25 entry of this formula, charge and spin)**: 25.36 kcal per mole
**DFT total energy**: -855.8600 hartree
**Frontier orbital gap**: 0.3527 Eh

Last column: Löwdin charge in e.
CARTESIAN COORDINATES (ANGSTROEM)
C 1.08 -0.43 -0.33  -0.28
O -1.30 -0.55 0.77  -0.30
P -0.46 0.51 -0.05  0.08
S -0.29 2.21 0.83  0.19
H 1.11 -0.67 0.78  0.05
H 0.63 -1.28 -0.96  0.06
H 2.03 -0.08 -0.69  0.04
H -1.77 -0.02 1.44  0.06
H -1.04 0.31 -1.78  0.09

---

4.
Below is a 2-piece molecular cluster, CH5P overall at a distorted geometry, with properties calculated with the ωB97M-V functional and the def2-TZVPD basis.

Calculated values
**Lowest unoccupied orbital energy (spin up / spin down)**: -0.75 / -0.11 eV
**HOMO energy (spin up / spin down)**: -8.96 / -8.61 eV
**Relative energy (zero: lowest compared OMol25 entry of this formula, charge and spin)**: 65.63 kcal per mole
**DFT total energy**: -382.3088 hartree
**Frontier orbital gap (spin up / spin down)**: 0.3017 / 0.3123 Eh

Last column: Löwdin charge in e.
CARTESIAN COORDINATES (ANGSTROEM)
C -1.04 0.33 -0.09  0.00
P 1.77 0.14 -0.09  0.59
H -1.01 -0.25 0.75  -0.06
H -1.09 -0.22 -1.02  -0.02
H -0.94 1.37 -0.12  -0.05
H 1.15 -1.05 -0.54  -0.24
H 1.17 -0.33 1.12  -0.23

---

5.
Below is a 2-piece molecular cluster, CH5P3 overall at a distorted geometry, with properties calculated with the ωB97M-V functional and the def2-TZVPD basis.

Calculated values
**Lowest unoccupied orbital energy (spin up / spin down)**: -1.42 / -1.05 eV
**HOMO energy (spin up / spin down)**: -8.71 / -8.09 eV
**Relative energy (zero: lowest compared OMol25 entry of this formula, charge and spin)**: 87.59 kcal per mole
**DFT total energy**: -1064.9907 hartree
**Frontier orbital gap (spin up / spin down)**: 0.2680 / 0.2586 Eh

Last column: Löwdin charge in e.
CARTESIAN COORDINATES (ANGSTROEM)
C -2.78 -0.03 -0.23  0.03
P 0.11 1.42 0.89  0.20
P 0.92 -0.25 0.17  -0.04
P 3.06 0.23 -0.21  0.33
H -2.78 -1.11 -0.32  -0.02
H -3.59 0.52 0.21  -0.02
H -1.80 0.36 -0.55  -0.13
H 3.75 -0.13 0.98  -0.18
H 3.10 -1.03 -0.94  -0.17

---

6.
Below is one molecule with the formula CH5PS at a distorted geometry, with properties calculated with the ωB97M-V functional and the def2-TZVPD basis.

Calculated values
**Lowest unoccupied orbital energy**: -0.08 eV
**HOMO energy**: -8.49 eV
**Relative energy (zero: lowest compared OMol25 entry of this formula, charge and spin)**: 27.79 kcal per mole
**DFT total energy**: -780.5782 hartree
**Frontier orbital gap**: 0.3088 Eh
**SMILES**: C[PH2]=S

Last column: Löwdin charge in e.
CARTESIAN COORDINATES (ANGSTROEM)
C -1.09 -0.45 -0.33  -0.24
P 0.80 0.25 0.20  0.34
S 2.82 -0.05 -0.27  -0.08
H -1.56 -1.16 0.41  0.04
H -0.81 -1.00 -1.27  0.02
H -1.68 0.52 -0.54  0.05
H 0.84 0.16 1.59  -0.08
H 0.69 1.72 0.21  -0.04

---

7.
Below is one molecule with the formula CH5PS at a distorted geometry, with properties calculated with the ωB97M-V functional and the def2-TZVPD basis.

Calculated values
**Lowest unoccupied orbital energy**: 0.98 eV
**HOMO energy**: -8.90 eV
**Relative energy (zero: lowest compared OMol25 entry of this formula, charge and spin)**: 18.54 kcal per mole
**DFT total energy**: -780.5930 hartree
**Frontier orbital gap**: 0.3630 Eh
**SMILES**: C[PH2]=S

Last column: Löwdin charge in e.
CARTESIAN COORDINATES (ANGSTROEM)
C -0.13 -1.05 0.34  -0.18
P 0.09 0.87 -0.29  0.25
S 1.22 1.77 0.92  0.10
H 0.37 -1.64 -0.31  -0.01
H 0.38 -1.01 1.21  -0.04
H -1.18 -1.29 0.47  0.03
H -1.04 1.51 -0.71  -0.08
H 0.29 0.84 -1.63  -0.08

---

8.
Below is one molecule with the formula CH5PS at a distorted geometry, with properties calculated with the ωB97M-V functional and the def2-TZVPD basis.

Calculated values
**Lowest unoccupied orbital energy**: 0.29 eV
**HOMO energy**: -9.24 eV
**Relative energy (zero: lowest compared OMol25 entry of this formula, charge and spin)**: 50.27 kcal per mole
**DFT total energy**: -780.5424 hartree
**Frontier orbital gap**: 0.3502 Eh
**SMILES**: PCS

Last column: Löwdin charge in e.
CARTESIAN COORDINATES (ANGSTROEM)
C 0.29 0.58 0.36  -0.61
P -0.77 -0.82 0.15  0.72
S 2.35 -0.22 0.02  0.49
H 0.56 1.19 1.14  -0.03
H 0.12 1.06 -0.57  -0.02
H -0.59 -0.65 -1.19  -0.11
H -1.86 -0.03 0.35  -0.12
H 1.85 -1.37 -0.13  -0.32

---

9.
Below is a 2-piece molecular cluster, CH5S2 overall at a distorted geometry, with properties calculated with the ωB97M-V functional and the def2-TZVPD basis.

Calculated values
**Lowest unoccupied orbital energy**: 3.76 eV
**HOMO energy**: -2.73 eV
**Relative energy (zero: lowest compared OMol25 entry of this formula, charge and spin)**: 24.88 kcal per mole
**Charge**: -1
**DFT total energy**: -837.4630 hartree
**Frontier orbital gap**: 0.2386 Eh

Last column: Löwdin charge in e.
CARTESIAN COORDINATES (ANGSTROEM)
S 1.22 -0.56 2.34  0.23
H 0.49 -1.69 2.62  -0.27
C -0.60 0.29 -1.36  -0.69
S 0.55 1.26 -0.36  0.14
H -0.01 -0.25 -2.06  -0.04
H -1.09 -0.46 -0.73  -0.01
H -1.42 0.92 -1.87  0.02
H 0.88 0.48 1.44  -0.37

---

10.
Below is a 2-piece molecular cluster, CH5S2 overall, with properties calculated with the ωB97M-V functional and the def2-TZVPD basis.

Calculated values
**Lowest unoccupied orbital energy**: 3.68 eV
**HOMO energy**: -2.78 eV
**Relative energy (zero: lowest compared OMol25 entry of this formula, charge and spin)**: 1.16 kcal per mole
**Charge**: -1
**DFT total energy**: -837.5008 hartree
**Frontier orbital gap**: 0.2373 Eh

Last column: Löwdin charge in e.
CARTESIAN COORDINATES (ANGSTROEM)
S -0.33 1.21 -2.20  -0.25
H -1.47 1.28 -1.50  -0.46
C -0.05 -0.43 0.96  -0.56
S 1.62 -0.70 0.35  0.51
H -0.15 0.60 1.30  0.01
H -0.22 -1.10 1.81  0.00
H -0.78 -0.62 0.18  -0.01
H 1.37 -0.25 -0.90  -0.25

---

11.
Below is a 2-piece molecular cluster, CH5S3 overall at a distorted geometry, with properties calculated with the ωB97M-V functional and the def2-TZVPD basis.

Calculated values
**Lowest unoccupied orbital energy**: 3.48 eV
**HOMO energy**: -2.21 eV
**Relative energy (zero: lowest compared OMol25 entry of this formula, charge and spin)**: 15.00 kcal per mole
**Charge**: -1
**DFT total energy**: -1235.6832 hartree
**Frontier orbital gap**: 0.2093 Eh

Last column: Löwdin charge in e.
CARTESIAN COORDINATES (ANGSTROEM)
S 3.99 -0.57 0.45  0.34
H 3.03 -1.25 1.14  -0.22
C -2.30 0.16 -0.29  -0.60
S -0.60 -0.01 -0.85  0.02
S 0.73 1.16 0.22  -0.33
H -2.16 0.40 0.88  0.05
H -2.96 -0.75 -0.31  0.02
H -2.79 1.01 -0.73  -0.02
H 3.07 -0.14 -0.49  -0.25

---

12.
Below is CH5S3 as an isolated structure at a distorted geometry, with properties calculated with the ωB97M-V functional and the def2-TZVPD basis.

Calculated values
**Lowest unoccupied orbital energy**: 3.37 eV
**HOMO energy**: -3.40 eV
**Relative energy (zero: lowest compared OMol25 entry of this formula, charge and spin)**: 17.43 kcal per mole
**Charge**: -1
**DFT total energy**: -1235.6794 hartree
**Frontier orbital gap**: 0.2486 Eh

Last column: Löwdin charge in e.
CARTESIAN COORDINATES (ANGSTROEM)
C 0.98 -0.95 0.49  -0.54
S -0.47 -1.62 1.34  0.25
S -2.03 -0.53 0.45  0.12
H 0.90 -1.12 -0.59  0.02
H 1.89 -1.47 0.80  0.02
H 1.00 0.11 0.70  -0.01
H -1.22 0.58 -0.14  -0.39
S -0.56 1.99 -1.08  -0.06
H -0.49 3.01 -1.97  -0.40